The following is a DFT calculation (the ωB97M-V functional and the def2-TZVPD basis) of a 8-piece molecular cluster, C32H52N3O9P overall in a non-equilibrium geometry.

Its charge is 0. For the molar mass, the calculation gives 653.8 g/mol. The orbital gap comes out at 6.98 eV. The LUMO energy comes out at -1.6 eV. Its highest occupied orbital energy is -8.547 eV.

```
97
Properties=species:S:1:pos:R:3:forces:R:3:lowdin_charge:R:1
C -10.10390 7.61940 -2.86445 3.67 -6.10 0.21 0.059
C -9.31033 6.57108 -3.05051 -4.02 4.47 0.08 -0.110
C -8.50994 5.27331 -3.56197 -0.50 -0.05 0.31 -0.153
C -9.00637 3.90711 -2.81553 0.36 -0.77 0.95 -0.170
C -10.55155 3.61127 -2.82550 1.14 -2.50 1.72 -0.025
N -11.13128 2.44721 -2.20390 5.05 2.13 -0.92 0.060
C -10.12415 1.57457 -1.62092 0.24 -0.78 0.57 -0.164
C -10.65884 0.22224 -0.94358 3.21 -0.93 0.68 0.010
C -9.69170 -0.83841 -0.31466 1.06 4.24 -1.97 -0.055
C -8.14200 -0.51216 -0.32269 -1.49 3.16 -1.86 -0.038
C -7.59471 0.85000 -0.95561 -3.26 -2.15 -0.34 -0.151
P -5.71300 1.09326 -0.82700 1.50 0.71 4.06 0.690
N -5.41345 1.51677 0.71090 -0.46 -1.15 -2.42 -0.205
O -5.09109 2.34857 -1.81976 -1.21 -3.66 -0.07 -0.216
O -4.89150 -0.41642 -1.07632 -1.81 1.86 0.05 -0.262
C -8.59437 1.91421 -1.63854 0.52 -1.85 0.97 -0.145
N -7.97552 3.09971 -2.21172 -6.57 -0.28 -0.91 0.106
H -10.87427 8.30556 -2.33583 1.97 -1.43 -1.40 0.056
H -7.36046 5.38700 -3.43654 -2.15 -0.15 0.02 0.120
H -8.71391 5.09876 -4.69220 0.23 0.59 1.90 0.123
H -11.26495 4.36466 -3.33489 1.36 -1.45 1.02 0.123
H -11.79962 -0.00809 -0.91526 2.32 0.73 -0.23 0.106
H -10.03208 -1.82841 0.15202 0.38 1.85 -0.87 0.093
H -7.39440 -1.26810 0.13134 -1.42 1.51 -0.87 0.094
H -4.80279 0.81216 1.16061 -0.30 0.78 -0.32 -0.028
H -5.03766 2.04342 -2.76178 -0.20 0.52 0.83 0.083
H -4.89820 -0.87621 -0.19674 -0.03 0.76 -1.06 0.076
C -2.70156 -1.64408 -2.43934 0.23 -0.14 0.24 -0.035
C -2.48551 -3.12860 -2.55882 0.20 -0.38 0.69 -0.487
C -2.55869 -3.73173 -3.93635 0.08 -0.43 0.11 -0.022
O -2.25949 -3.81711 -1.57696 -0.30 0.40 -0.62 0.040
H -2.62016 -1.34981 -1.39078 0.01 -0.06 -0.24 0.076
H -1.93969 -1.11054 -3.01273 -0.11 0.00 -0.12 0.093
H -3.69845 -1.38432 -2.79896 0.21 0.03 -0.12 0.067
H -1.79093 -3.29082 -4.57616 -0.18 0.10 -0.07 0.087
H -3.55013 -3.56411 -4.36317 0.12 0.14 -0.12 0.085
H -2.38333 -4.80854 -3.87013 -0.03 0.17 0.01 0.084
C 0.80235 -3.97815 -0.91509 0.11 0.07 -0.33 -0.024
C 1.61606 -2.77417 -0.52424 0.33 0.45 -0.53 -0.487
C 1.80932 -2.51640 0.94565 0.38 0.47 -0.11 -0.029
O 2.10100 -2.03489 -1.36741 -0.26 -0.39 0.43 0.040
H 0.74643 -4.03901 -2.00521 0.00 0.05 0.15 0.081
H 1.27772 -4.88620 -0.53755 -0.16 0.05 0.19 0.080
H -0.21024 -3.88661 -0.51761 0.13 -0.20 0.10 0.066
H 2.32853 -3.35849 1.40439 -0.30 0.09 0.03 0.050
H 0.84091 -2.36022 1.42593 0.07 -0.25 0.10 0.091
H 2.41548 -1.61612 1.07893 -0.13 -0.06 -0.09 0.078
C -3.28972 4.32627 0.03157 -0.02 0.41 0.02 -0.035
C -1.97080 4.98325 -0.27507 -0.12 0.95 0.18 -0.502
C -0.84356 4.09492 -0.73174 0.34 0.30 -0.05 -0.029
O -1.81964 6.18862 -0.15871 0.01 -0.74 -0.12 0.050
H -4.00757 5.08675 0.34928 0.13 -0.11 -0.04 0.087
H -3.67749 3.83015 -0.86205 0.11 -0.13 0.30 0.051
H -3.16435 3.60378 0.84096 -0.12 -0.17 -0.22 0.081
H -1.12092 3.59013 -1.65995 -0.01 -0.18 0.15 0.081
H -0.61090 3.36158 0.04364 -0.10 -0.13 -0.16 0.084
H 0.04539 4.70358 -0.91628 -0.15 -0.08 0.03 0.081
C 0.05306 -6.00316 3.77386 -0.19 0.31 -0.25 -0.019
C 1.40484 -5.96786 3.11256 0.19 0.52 -0.65 -0.476
C 2.46765 -6.88425 3.65741 0.31 0.12 -0.26 -0.021
O 1.63029 -5.22525 2.17128 -0.21 -0.74 0.67 0.041
H -0.61167 -5.29177 3.27721 0.13 -0.11 0.06 0.085
H -0.37705 -7.00346 3.68709 0.05 0.01 0.21 0.086
H 0.14618 -5.72017 4.82477 -0.03 -0.21 0.01 0.088
H 2.14476 -7.92375 3.56544 -0.02 0.03 0.22 0.086
H 2.66789 -6.64052 4.70316 -0.11 -0.18 0.01 0.088
H 3.38878 -6.75168 3.08431 -0.16 0.00 0.08 0.083
C 5.42200 -2.63385 2.06799 -0.23 -0.33 0.15 -0.025
C 5.21487 -1.59574 3.13859 -0.57 0.02 0.74 -0.499
C 5.93616 -0.28455 2.98040 -0.14 0.08 0.39 -0.024
O 4.49007 -1.80989 4.09700 0.44 0.04 -0.59 0.048
H 4.84133 -3.52721 2.31273 0.06 0.15 -0.02 0.075
H 5.08063 -2.24743 1.10490 0.21 -0.01 -0.04 0.084
H 6.47841 -2.90703 2.01472 -0.01 0.14 -0.19 0.082
H 5.61754 0.20571 2.05748 0.21 -0.07 -0.07 0.088
H 7.01520 -0.45338 2.96735 -0.16 0.08 -0.25 0.048
H 5.69356 0.36628 3.82450 -0.03 -0.13 -0.12 0.085
C 10.85373 -1.62941 2.81722 -0.38 -0.16 0.15 -0.020
C 10.24857 -0.37237 2.25172 -0.83 0.15 0.07 -0.484
C 11.17539 0.59783 1.56978 -0.30 0.27 -0.10 -0.018
O 9.05254 -0.14808 2.34225 0.90 -0.12 -0.12 0.047
H 10.06843 -2.23360 3.27856 0.11 0.11 -0.08 0.084
H 11.31821 -2.21056 2.01747 0.18 0.08 0.11 0.088
H 11.59319 -1.37519 3.57992 0.13 -0.07 -0.17 0.088
H 11.65395 0.11565 0.71442 0.17 0.02 0.14 0.090
H 11.92910 0.95125 2.27692 0.12 -0.13 -0.14 0.089
H 10.60103 1.45614 1.21196 0.08 -0.14 0.07 0.071
C 7.86050 4.51741 0.43366 0.12 0.40 -0.04 -0.025
C 8.27512 4.00617 -0.92056 0.40 0.60 -0.68 -0.503
C 8.04035 2.54795 -1.21258 0.16 -0.02 -0.39 -0.021
O 8.78128 4.74445 -1.74866 -0.32 -0.50 0.56 0.057
H 8.08922 5.58387 0.50358 -0.03 -0.17 -0.05 0.083
H 6.78539 4.38035 0.56945 0.09 -0.16 0.15 0.086
H 8.41176 3.98921 1.21503 -0.22 -0.10 0.03 0.081
H 6.97318 2.32345 -1.14988 0.08 -0.11 0.19 0.088
H 8.59954 1.93223 -0.50423 -0.24 -0.05 0.10 0.070
H 8.38699 2.32060 -2.22387 -0.05 0.07 0.15 0.084
```
Forces are in eV/Å.



The following is a DFT calculation (the ωB97M-V functional and the def2-TZVPD basis) of a 2-piece molecular cluster, C32H54BClNO4 overall in a non-equilibrium geometry.

Its charge is -1. For the molar mass, the calculation gives 563.1 g/mol. The orbital gap comes out at 6.70 eV. The LUMO energy comes out at 2.1 eV. Its highest occupied orbital energy is -4.609 eV.

```
93
Properties=species:S:1:pos:R:3:forces:R:3:lowdin_charge:R:1
C 10.74834 2.30059 1.82176 0.65 -0.94 -0.59 0.025
C 9.59564 2.34316 2.19638 -2.04 0.59 -0.49 -0.142
C 8.03897 2.43153 2.37287 1.65 0.61 0.97 -0.076
B 7.35888 1.29604 1.39136 -0.37 -0.26 -0.87 -0.887
C 7.74549 1.40623 -0.20924 1.86 -0.22 -0.25 -0.099
C 8.01738 2.87567 -0.72788 -0.32 -0.83 -0.84 -0.201
C 6.81308 3.88480 -0.56666 0.26 0.87 -0.92 -0.103
C 5.47936 3.45500 -1.27261 -0.01 -0.23 0.39 -0.435
O 5.01499 2.35636 -1.33367 0.62 0.73 -0.24 0.131
O 4.72269 4.53337 -1.86911 0.44 -0.29 1.41 -0.013
O 7.79141 0.01043 2.04215 -1.10 -1.85 1.96 -0.057
C 6.65504 -0.58576 2.63882 -0.28 0.93 -3.06 -0.529
Cl 5.91008 0.27434 4.11429 0.62 -0.24 0.53 0.557
C 5.58262 -0.21585 1.46662 0.61 -0.82 2.15 -0.345
C 4.10218 -0.65347 1.79678 0.60 -0.43 -0.73 -0.164
C 3.45272 -1.51310 0.61199 -0.78 -0.18 1.43 -0.192
C 1.89958 -1.73909 0.96831 0.12 0.33 -0.11 -0.209
C 0.94440 -1.03272 -0.07593 0.19 -0.45 -0.32 -0.222
C 0.76938 -1.90779 -1.38263 0.50 1.04 -0.16 -0.214
C -0.01761 -1.16091 -2.55318 -0.18 -1.16 0.02 -0.215
C -1.51220 -0.80582 -2.17940 0.24 0.28 -0.51 -0.223
C -1.69653 0.58674 -1.44670 -1.02 -0.06 0.07 -0.213
C -3.03591 0.62764 -0.57286 0.48 0.27 -0.86 -0.225
C -4.33749 0.75737 -1.47567 -0.01 0.05 1.50 -0.218
C -5.57541 0.94767 -0.48130 0.17 -0.37 -0.76 -0.227
C -6.96391 1.07795 -1.24234 0.82 0.65 0.42 -0.210
C -8.04437 1.85883 -0.38548 -0.38 -0.41 0.41 -0.206
C -9.32518 0.98278 -0.00076 0.04 0.32 -0.90 -0.204
C -10.63164 1.87839 0.06495 0.00 0.38 0.45 -0.218
C -10.97029 2.40946 1.52189 -0.77 -0.49 -0.12 -0.226
C -11.48699 1.26123 2.50291 -0.83 0.92 -0.26 -0.245
C -13.03330 0.97993 2.18622 0.26 0.10 0.21 -0.130
O 5.87384 1.17439 1.38759 -1.28 -1.05 -0.09 -0.057
H 11.67137 1.94576 1.31204 -1.21 0.77 0.98 0.027
H 7.83168 2.17572 3.45373 0.06 0.25 -1.15 0.074
H 7.67950 3.48629 2.21411 0.62 -0.81 0.09 0.085
H 8.73263 0.84236 -0.32700 -0.93 0.70 -0.07 0.103
H 7.02051 0.86513 -0.88587 0.56 0.71 0.84 0.096
H 8.21514 2.79503 -1.84717 -0.23 0.30 1.12 0.107
H 8.97917 3.29073 -0.29746 -1.33 -0.31 -0.15 0.101
H 6.56843 4.16605 0.49479 0.17 -0.58 -0.89 0.116
H 7.13380 4.85100 -1.07218 -0.50 -0.98 0.62 0.114
H 4.30127 4.95729 -1.09078 0.27 -0.05 -0.74 0.100
H 6.74974 -1.65677 2.95053 0.30 1.03 -0.35 0.113
H 5.94154 -0.90358 0.64321 -0.19 1.16 0.08 0.150
H 4.17182 -1.37924 2.66706 -0.29 1.06 -0.74 0.101
H 3.47745 0.23375 2.08346 0.54 -0.83 -0.29 0.117
H 3.90792 -2.54926 0.64806 -0.14 1.37 -0.50 0.088
H 3.57932 -1.01962 -0.39187 -0.06 -0.58 0.95 0.112
H 1.66151 -2.84555 1.04179 0.20 1.16 -0.26 0.096
H 1.73236 -1.31861 2.00747 0.05 -0.40 -1.17 0.099
H 1.42264 -0.05658 -0.38697 -0.57 -0.84 0.43 0.119
H -0.07675 -0.81385 0.34519 1.01 -0.22 -0.20 0.095
H 1.80231 -2.11194 -1.78299 -0.91 -0.04 0.44 0.100
H 0.30658 -2.89749 -1.10950 0.25 0.95 -0.41 0.109
H -0.06382 -1.90614 -3.41033 0.06 0.83 0.86 0.100
H 0.56805 -0.28135 -2.96400 -0.72 -0.80 0.76 0.118
H -1.95354 -1.67811 -1.60054 0.51 1.08 -0.41 0.115
H -2.10047 -0.75270 -3.14974 0.55 -0.09 1.11 0.103
H -1.82190 1.37322 -2.25272 0.37 -0.70 0.90 0.109
H -0.82880 0.88480 -0.79873 -0.75 -0.48 -0.75 0.093
H -3.06409 -0.28213 0.09286 -0.11 0.90 -0.60 0.110
H -3.01006 1.55877 0.07516 -0.01 -1.11 -0.57 0.110
H -4.17735 1.69188 -2.09965 -0.48 -1.12 0.52 0.116
H -4.52412 -0.13490 -2.13224 0.38 0.83 0.49 0.110
H -5.65043 0.06356 0.22682 0.28 0.98 -0.73 0.118
H -5.32408 1.85282 0.14026 -0.59 -0.75 -0.58 0.105
H -7.33125 0.05539 -1.53134 0.32 0.95 0.29 0.104
H -6.74965 1.64169 -2.20280 -0.41 -0.60 1.01 0.108
H -8.36372 2.76724 -0.96731 0.16 -0.87 0.63 0.099
H -7.62394 2.22471 0.60326 -0.15 -0.29 -1.29 0.109
H -9.46792 0.20652 -0.81096 0.13 0.78 0.83 0.101
H -9.13146 0.40812 0.95608 -0.32 0.74 -1.00 0.107
H -10.50296 2.80448 -0.57650 0.03 -1.13 0.54 0.102
H -11.52208 1.33721 -0.38449 0.96 0.47 0.74 0.102
H -10.11710 2.98691 1.97166 -0.60 -0.69 -0.52 0.106
H -11.83511 3.14122 1.42742 1.02 -0.69 0.14 0.107
H -10.86666 0.32672 2.44426 -0.57 0.93 0.01 0.092
H -11.45129 1.67667 3.54857 0.21 -0.64 -0.91 0.096
H -13.33641 -0.07533 2.43109 0.33 0.98 -0.38 0.065
H -13.68689 1.64910 2.82252 0.76 -0.62 -0.73 0.070
H -13.26674 1.21544 1.10439 0.24 -0.47 1.17 0.063
N 3.59246 -4.81736 -0.83623 0.09 -0.49 -0.17 0.068
C 4.26655 -4.96864 -1.98131 -0.18 0.25 0.26 -0.143
C 4.67960 -6.19556 -2.47741 -0.03 -0.07 0.06 -0.077
C 4.38129 -7.33277 -1.74407 0.03 -0.10 -0.04 -0.091
C 3.68522 -7.20206 -0.55279 0.03 0.00 -0.07 -0.081
C 3.31493 -5.92936 -0.14705 -0.01 0.39 -0.07 -0.150
H 4.47925 -4.04951 -2.51746 0.03 -0.04 -0.02 0.108
H 5.22080 -6.25829 -3.41267 -0.01 0.04 0.03 0.099
H 4.68791 -8.31087 -2.09711 -0.01 0.04 0.02 0.101
H 3.43489 -8.06741 0.04744 0.00 0.05 0.00 0.098
H 2.76568 -5.77596 0.77653 0.02 -0.06 0.00 0.103
```
Forces are in eV/Å.